# 1
{
  "formula": "C10H17N2",
  "method": "ωB97M-V with the def2-TZVPD basis set",
  "energy_ha": -500.23501,
  "relative_energy_kcal_mol": 146.5,
  "charge": 1,
  "symbols": ["C", "C", "C", "C", "C", "C", "C", "C", "C", "C", "N", "N", "H", "H", "H", "H", "H", "H", "H", "H", "H", "H", "H", "H", "H", "H", "H", "H", "H"],
  "xyz": [[-3.2693, 1.5229, -0.5888], [-3.8366, 0.4414, -0.1660], [-3.1781, -0.0234, 1.0261], [-1.9159, -1.2179, 0.2536], [-1.2223, 0.0402, -0.2776], [-2.2415, 0.9606, 0.3747], [3.0565, -1.1974, 0.5132], [3.1076, 0.1170, -0.4490], [2.3351, 1.3337, 0.1742], [0.8350, 1.4011, -0.2253], [-2.3418, -2.1377, -0.6832], [0.1079, 0.2090, 0.2076], [-3.2786, 2.0848, -1.5012], [-3.5321, -0.0907, 2.0971], [-1.5084, -1.6535, 1.1373], [-1.2294, 0.1114, -1.3479], [2.3755, -1.0400, 1.3704], [3.9530, -1.2730, 1.0303], [2.8593, -2.1161, 0.1380], [4.1640, 0.4470, -0.5491], [2.6154, -0.1269, -1.3870], [2.6214, 1.3155, 1.2622], [2.7066, 2.3071, -0.2210], [0.3224, 2.3425, 0.1177], [0.9412, 1.3506, -1.2386], [-2.6987, -2.9681, -0.5663], [-2.4479, -1.6853, -1.5834], [0.1260, 0.1442, 1.2018], [0.5737, -0.5991, -0.1197]]
}

=====

# 2
{
  "formula": "C10H17N2O",
  "method": "ωB97M-V with the def2-TZVPD basis set",
  "energy_ha": -575.65622,
  "relative_energy_kcal_mol": 67.1,
  "charge": 1,
  "smiles": "COc1ccc([NH2+]CN(C)C)cc1",
  "symbols": ["C", "O", "C", "C", "C", "C", "N", "C", "N", "C", "C", "C", "C", "H", "H", "H", "H", "H", "H", "H", "H", "H", "H", "H", "H", "H", "H", "H", "H", "H"],
  "xyz": [[0.5870, 5.2796, 1.5868], [0.0980, 4.5051, 0.4566], [-0.0679, 3.1573, 0.6201], [-0.4549, 2.4567, -0.5428], [-0.4359, 1.0625, -0.5399], [-0.0909, 0.3043, 0.5749], [-0.2957, -1.1644, 0.4358], [-0.0869, -1.6992, -0.8602], [-0.1661, -3.2155, -0.7161], [-1.3199, -3.9175, -1.3206], [1.1171, -3.7180, -1.2398], [0.2638, 0.9834, 1.7651], [0.2491, 2.4129, 1.8026], [0.6553, 6.3020, 1.1989], [-0.1358, 5.2200, 2.4193], [1.5781, 4.9142, 1.9102], [-0.6721, 3.0463, -1.4436], [-0.7582, 0.5751, -1.4914], [0.4200, -1.7614, 0.9128], [-1.2092, -1.4918, 0.2792], [0.9235, -1.4101, -1.1608], [-0.7114, -1.3543, -1.7085], [-1.0578, -4.9827, -1.3224], [-2.1862, -3.8171, -0.6478], [-1.5932, -3.6189, -2.3534], [1.0839, -4.8093, -1.2354], [1.3636, -3.3424, -2.2722], [1.8953, -3.3932, -0.5264], [0.4874, 0.4896, 2.7128], [0.5200, 2.9866, 2.7062]]
}

=====

# 3
{
  "formula": "C10H17N2O",
  "method": "ωB97M-V with the def2-TZVPD basis set",
  "energy_ha": -575.66861,
  "relative_energy_kcal_mol": 59.3,
  "charge": 1,
  "smiles": "[NH3+][C@@]1([C@]23CC[C@H](CC2)C3)N=CCO1",
  "symbols": ["N", "C", "C", "C", "C", "C", "C", "C", "C", "N", "C", "C", "O", "H", "H", "H", "H", "H", "H", "H", "H", "H", "H", "H", "H", "H", "H", "H", "H", "H"],
  "xyz": [[1.5958, -1.3322, -1.4941], [1.3578, -0.4353, -0.2452], [-0.2838, -0.1475, -0.1078], [-1.0303, -1.3030, 0.5747], [-2.3638, -0.5985, 1.0110], [-2.0965, 0.8992, 0.5893], [-2.2260, 0.9022, -0.9744], [-0.9087, 0.2772, -1.4215], [-0.6028, 0.9839, 0.8354], [1.9646, -1.0225, 0.8290], [2.7755, -0.1978, 1.3585], [2.8443, 1.0759, 0.5200], [2.0348, 0.8178, -0.5723], [1.8663, -0.7443, -2.2636], [0.8350, -1.9439, -1.5554], [2.3560, -1.9993, -1.3367], [-0.4660, -1.7266, 1.3776], [-1.4565, -1.9806, -0.0669], [-3.2529, -0.8497, 0.4931], [-2.5004, -0.8129, 2.0686], [-2.6929, 1.7813, 1.0331], [-2.6383, 1.7786, -1.3234], [-2.8832, 0.0729, -1.1791], [-1.1990, -0.4648, -2.1654], [-0.2767, 1.1739, -1.7790], [-0.1602, 1.8356, 0.5211], [-0.2298, 0.8337, 1.7853], [3.4954, -0.2644, 2.1689], [2.2841, 1.9620, 1.0241], [3.8583, 1.4292, 0.2949]]
}

=====

# 4
{
  "formula": "C10H17N2O2",
  "method": "ωB97M-V with the def2-TZVPD basis set",
  "energy_ha": -650.79076,
  "relative_energy_kcal_mol": 141.1,
  "charge": 1,
  "symbols": ["C", "C", "C", "C", "C", "C", "C", "C", "C", "C", "N", "N", "O", "O", "H", "H", "H", "H", "H", "H", "H", "H", "H", "H", "H", "H", "H", "H", "H", "H", "H"],
  "xyz": [[-4.3013, 0.5029, -0.6834], [-2.2344, -2.7181, -0.1502], [-3.2808, 0.9445, -0.0013], [-2.0831, 0.1232, -0.0435], [0.2432, -0.2409, 0.3413], [-3.2149, 2.0984, 0.9406], [2.6404, -1.1564, -1.0036], [3.4339, 1.2418, -0.6922], [3.2291, -0.4459, 1.3225], [2.6922, 0.0499, -0.0712], [-2.3882, -1.8496, -0.9954], [-0.8976, 0.6232, 0.1487], [0.2546, -1.4144, 0.6449], [1.3305, 0.5108, 0.0477], [-5.1815, 1.1537, -0.8212], [-4.3137, -0.3510, -1.3642], [-2.1034, -2.7638, 0.8658], [-2.2410, -3.7006, -0.7621], [-2.6717, 1.8115, 1.8808], [-2.4536, 2.8109, 0.5512], [-4.0353, 2.6073, 1.1955], [1.6471, -1.5545, -0.8446], [2.5014, -0.8653, -2.0897], [3.4009, -1.9009, -0.8699], [3.4116, 2.1453, -0.0273], [2.8935, 1.3511, -1.6105], [4.5222, 0.9957, -0.8576], [3.2802, -1.5777, 1.2794], [4.1809, 0.1413, 1.4071], [2.5382, -0.2070, 2.2312], [-0.7994, 1.6346, 0.0311]]
}

=====

# 5
{
  "formula": "C10H17N3",
  "method": "ωB97M-V with the def2-TZVPD basis set",
  "energy_ha": -554.61326,
  "relative_energy_kcal_mol": 187.2,
  "charge": 2,
  "symbols": ["C", "C", "C", "C", "C", "C", "C", "C", "C", "C", "N", "N", "N", "H", "H", "H", "H", "H", "H", "H", "H", "H", "H", "H", "H", "H", "H", "H", "H", "H"],
  "xyz": [[3.6197, -2.2844, 0.5807], [2.2858, -2.3055, 0.2039], [4.0906, -0.9053, 0.8822], [2.1593, -0.9402, 0.1396], [-2.6045, -0.7328, 0.2170], [-0.5859, 0.1093, -0.7310], [-3.7442, -0.8964, 1.1599], [2.9140, 1.2491, 0.8636], [-1.7626, 1.2509, -2.7061], [-1.5260, 1.4059, 0.8735], [3.0610, -0.1193, 0.7375], [-0.6255, 0.5956, -1.9008], [-1.7001, 0.1810, 0.0920], [4.3575, -2.9798, 0.6315], [1.7461, -3.1791, -0.0017], [5.0473, -0.4555, 1.0708], [-2.7034, -1.4073, -0.6148], [-3.8816, -0.1067, 1.9020], [-3.7195, -1.9122, 1.7317], [-4.6632, -0.8686, 0.5206], [3.3935, 1.7547, 1.7285], [3.3762, 1.8501, 0.0148], [1.9032, 1.4565, 1.0254], [-2.6892, 1.5538, -2.2242], [-2.1485, 0.3222, -3.0931], [-1.4196, 1.8315, -3.5098], [-2.1059, 2.1433, 0.1792], [-0.4463, 1.7321, 0.8039], [-1.8239, 1.2708, 1.8775], [0.1956, 0.3864, -2.4541]]
}

=====

# 6
{
  "formula": "C10H17N3O6",
  "method": "ωB97M-V with the def2-TZVPD basis set",
  "energy_ha": -1006.84145,
  "relative_energy_kcal_mol": 134.4,
  "charge": 0,
  "symbols": ["C", "C", "C", "C", "C", "C", "C", "C", "C", "C", "H", "H", "H", "H", "H", "H", "H", "H", "H", "H", "H", "H", "H", "H", "H", "H", "H", "N", "N", "N", "O", "O", "O", "O", "O", "O"],
  "xyz": [[-2.4351, -0.7543, -0.9320], [-1.0188, -1.1265, -0.6844], [-3.0531, -0.1835, 0.3330], [-2.4835, 1.0655, 1.2288], [-2.0593, 2.1569, 0.1611], [1.1977, -0.8007, -0.3910], [1.1541, -1.2743, 1.0848], [2.4133, 0.0987, -0.5856], [3.8854, -0.5150, -0.3739], [4.8190, 0.6339, -0.2527], [-2.8484, -2.4443, -2.0570], [-3.1047, -2.6777, -0.5339], [-2.4773, 0.2038, -1.5493], [-4.0360, 0.0186, 0.0428], [-3.0705, -1.1065, 0.9784], [-3.1425, 1.6530, 2.0294], [-1.5697, 0.6154, 1.8674], [-3.6357, 3.4460, 0.6704], [-2.5744, 4.0709, -0.4687], [-0.1201, 0.7543, -1.0771], [1.3170, -1.6419, -1.0401], [2.4851, 1.0537, 0.0532], [2.2812, 0.6383, -1.5447], [3.6602, -0.9522, 0.5855], [4.3782, -1.3405, -0.9910], [3.9846, 1.3966, 1.6118], [1.2314, -3.1152, 2.0271], [-3.0892, -1.8974, -1.2448], [-2.7133, 3.3519, 0.1599], [-0.0073, -0.1716, -0.7344], [-0.7537, -2.2752, -0.4456], [-1.0367, 2.0897, -0.6517], [0.6572, -0.8162, 2.0511], [5.8405, 0.8506, -1.0369], [4.5712, 1.7581, 0.5922], [1.3535, -2.7628, 1.1179]]
}

=====

# 7
{
  "formula": "C10H17N4",
  "method": "ωB97M-V with the def2-TZVPD basis set",
  "energy_ha": -609.90875,
  "relative_energy_kcal_mol": 40.9,
  "charge": 1,
  "smiles": "CN/C=C1/N=CCN2CCC(=[NH2+])[C@@]12C",
  "symbols": ["C", "N", "C", "C", "N", "C", "C", "N", "C", "C", "C", "N", "C", "C", "H", "H", "H", "H", "H", "H", "H", "H", "H", "H", "H", "H", "H", "H", "H", "H", "H"],
  "xyz": [[-1.7985, -2.1416, -1.7002], [-1.2828, -1.4836, -0.4943], [-2.0000, -0.3670, -0.0598], [-1.1570, 0.6943, 0.0688], [-1.5895, 1.9258, 0.4558], [-0.8278, 2.6669, 1.1352], [0.4115, 2.1269, 1.7919], [0.9917, 1.0126, 1.0808], [1.5830, -0.0873, 1.7864], [1.2069, -1.3996, 0.9566], [0.7301, -0.8252, -0.3834], [1.3046, -1.1860, -1.5140], [0.3923, 0.6025, -0.1550], [0.6133, 1.5856, -1.4224], [-1.5415, -1.7346, -2.5990], [-1.3144, -3.1196, -1.9374], [-2.8763, -2.2907, -1.6569], [-1.2846, -2.1928, 0.1874], [-2.9509, -0.4587, 0.2749], [-1.1244, 3.5851, 1.4126], [1.1004, 2.8554, 2.0570], [0.1618, 1.7496, 2.7178], [1.3789, -0.1182, 2.8445], [2.6791, 0.0725, 1.6356], [2.0451, -2.0675, 0.9061], [0.4747, -1.9916, 1.4645], [1.7898, -2.0283, -1.6438], [0.7332, -0.9160, -2.2405], [0.8839, 0.9224, -2.2248], [1.4485, 2.2877, -1.0957], [-0.1809, 2.3209, -1.6487]]
}

=====

# 8
{
  "formula": "C10H17NO3",
  "method": "ωB97M-V with the def2-TZVPD basis set",
  "energy_ha": -671.61425,
  "relative_energy_kcal_mol": 103.0,
  "charge": 0,
  "smiles": "C=C/C(=C(\\C)O)N(CC)CC.O=C=O",
  "symbols": ["C", "C", "C", "C", "C", "O", "N", "C", "C", "C", "C", "H", "H", "H", "H", "H", "H", "H", "H", "H", "H", "H", "H", "H", "H", "H", "H", "H", "O", "C", "O"],
  "xyz": [[1.7679, -1.2589, -1.6841], [1.9277, -1.1456, -0.3790], [0.3990, -0.6285, 0.2824], [-0.5053, -1.5127, 0.6681], [-0.4632, -2.9664, 0.6337], [-1.8137, -1.1812, 1.0190], [0.0719, 0.7294, 0.3209], [1.1755, 1.4998, 0.9794], [1.2408, 1.2028, 2.4934], [-0.6370, 1.3757, -0.7538], [0.1378, 1.8743, -1.9202], [2.6252, -1.4941, -2.2921], [0.8790, -0.8150, -2.0569], [2.7099, -1.5793, 0.1977], [-0.8011, -3.2882, -0.2710], [-1.1348, -3.3634, 1.4295], [0.6165, -3.3208, 0.7671], [-1.9227, -0.3793, 1.5062], [2.2636, 1.2012, 0.7151], [0.9657, 2.5783, 0.8630], [1.2773, 0.0622, 2.7484], [2.1899, 1.6250, 2.9786], [0.3603, 1.7231, 3.0072], [-1.3605, 0.6945, -1.1301], [-1.3164, 2.2047, -0.4138], [-0.3340, 2.6686, -2.5690], [1.1495, 2.3149, -1.6686], [0.3409, 1.0519, -2.6421], [-3.3434, -0.6870, -1.5896], [-3.9560, 0.0046, -0.9127], [-4.5103, 0.8095, -0.3269]]
}

=====

Copy entry 3 word for word.
{
  "formula": "C10H17N2O",
  "method": "ωB97M-V with the def2-TZVPD basis set",
  "energy_ha": -575.66861,
  "relative_energy_kcal_mol": 59.3,
  "charge": 1,
  "smiles": "[NH3+][C@@]1([C@]23CC[C@H](CC2)C3)N=CCO1",
  "symbols": ["N", "C", "C", "C", "C", "C", "C", "C", "C", "N", "C", "C", "O", "H", "H", "H", "H", "H", "H", "H", "H", "H", "H", "H", "H", "H", "H", "H", "H", "H"],
  "xyz": [[1.5958, -1.3322, -1.4941], [1.3578, -0.4353, -0.2452], [-0.2838, -0.1475, -0.1078], [-1.0303, -1.3030, 0.5747], [-2.3638, -0.5985, 1.0110], [-2.0965, 0.8992, 0.5893], [-2.2260, 0.9022, -0.9744], [-0.9087, 0.2772, -1.4215], [-0.6028, 0.9839, 0.8354], [1.9646, -1.0225, 0.8290], [2.7755, -0.1978, 1.3585], [2.8443, 1.0759, 0.5200], [2.0348, 0.8178, -0.5723], [1.8663, -0.7443, -2.2636], [0.8350, -1.9439, -1.5554], [2.3560, -1.9993, -1.3367], [-0.4660, -1.7266, 1.3776], [-1.4565, -1.9806, -0.0669], [-3.2529, -0.8497, 0.4931], [-2.5004, -0.8129, 2.0686], [-2.6929, 1.7813, 1.0331], [-2.6383, 1.7786, -1.3234], [-2.8832, 0.0729, -1.1791], [-1.1990, -0.4648, -2.1654], [-0.2767, 1.1739, -1.7790], [-0.1602, 1.8356, 0.5211], [-0.2298, 0.8337, 1.7853], [3.4954, -0.2644, 2.1689], [2.2841, 1.9620, 1.0241], [3.8583, 1.4292, 0.2949]]
}

=====

Question: Which formula does entry 8 have?
Answer: C10H17NO3